# 1
The following is a quantum chemistry calculation of 2 unconnected molecules or ions with the total composition H4S4, from the Open Molecules 2025 dataset.

- SMILES: SS.SS
- Relative energy (zero: lowest compared OMol25 entry of this formula, charge and spin): 9.5 kcal per mole
- Total energy: -43405.19158 eV
- Kohn-Sham gap: 8.60 eV
- HOMO level: -0.315 hartree

Last column: Löwdin charge in e.
CARTESIAN COORDINATES (ANGSTROEM)
S (0.7657, -1.6546, 1.0484)  0.2086
H (-1.4941, 1.5145, -3.3363)  -0.2125
H (-0.4062, 1.4837, -1.0667)  -0.2162
H (1.6298, -0.6683, 1.3271)  -0.2137
S (-1.2781, 2.4861, -0.8748)  0.2120
S (-2.1427, 2.5452, -2.7867)  0.2157
S (0.9113, -2.4909, 2.9414)  0.2212
H (2.0142, -3.2157, 2.7476)  -0.2151



# 2
The following is a quantum chemistry calculation of 26 unconnected molecules or ions with the total composition H52O26 at a distorted geometry, from the Open Molecules 2025 dataset.

- Relative energy (zero: lowest compared OMol25 entry of this formula, charge and spin): 18.9 kcal per mole
- Total energy: -54083.49646 eV
- Kohn-Sham gap: 11.20 eV
- HOMO level: -0.412 hartree

Last column: Löwdin charge in e.
CARTESIAN COORDINATES (ANGSTROEM)
H (-17.8876, -3.5184, -10.8008)  -0.0022
H (-10.0917, 0.7622, -10.2605)  0.0136
O (-12.9036, -2.9890, -6.1549)  -0.0663
O (-13.7523, -2.2223, -13.4304)  -0.0754
H (-9.3954, -5.7333, -13.3579)  0.0202
H (-18.7404, -2.2954, -11.2131)  0.0650
O (-14.9649, -8.5633, -13.5333)  -0.0911
O (-16.4713, -3.3030, -13.3531)  -0.0635
H (-16.1056, -6.5312, -8.5654)  0.0373
H (-13.8264, -6.4580, -11.3591)  0.0110
O (-13.4751, -6.8641, -12.1649)  -0.0540
O (-13.1044, -6.3502, -6.4174)  -0.0718
H (-12.4988, -2.6870, -7.0227)  0.0422
H (-12.5979, -2.3319, -5.5360)  0.0461
H (-15.7035, -2.7388, -13.4749)  0.0017
H (-13.1744, -5.4728, -6.0335)  0.0052
H (-11.7439, -1.0943, -9.1477)  0.0595
H (-14.3449, -4.9371, -16.2155)  0.0434
O (-17.3884, -5.1198, -10.7057)  -0.0469
H (-15.0232, -8.1397, -16.7202)  0.0417
H (-12.7554, -0.0977, -11.4184)  0.0572
H (-9.7156, 0.3309, -8.8424)  0.0394
H (-13.3896, -4.8473, -10.0286)  0.0396
H (-16.6634, -3.0480, -7.2035)  0.0413
O (-15.2147, -1.7534, -7.4156)  -0.0463
O (-14.2754, -5.1935, -10.1827)  -0.0505
H (-10.4899, -1.8742, -11.1186)  -0.0015
H (-9.2485, -4.2472, -10.9734)  0.0610
O (-17.8361, -2.5521, -10.9661)  -0.0831
O (-9.5224, -1.7133, -11.1717)  -0.0505
O (-9.6830, -4.8366, -13.6157)  -0.0489
H (-17.5998, -5.3319, -11.6453)  0.0369
O (-18.0204, -5.7450, -13.5162)  -0.0534
O (-10.2700, 0.9373, -9.3417)  -0.0478
H (-13.0591, -1.5921, -11.5288)  0.0245
O (-9.5058, -5.1518, -10.7365)  -0.0579
H (-8.3082, -7.8275, -12.4085)  0.0458
H (-9.2683, -5.2041, -9.7884)  0.0668
H (-14.4799, -8.4208, -15.4189)  0.0096
O (-11.6574, -2.0303, -8.7987)  -0.0623
H (-11.1808, -4.6273, -10.9105)  0.0210
H (-13.7168, -6.2854, -16.6011)  0.0296
H (-8.7674, -6.4651, -11.7277)  0.0353
O (-14.1561, -8.2291, -16.3222)  -0.0603
H (-14.6913, -5.4644, -9.3878)  -0.0326
O (-15.1139, -2.2808, -10.1722)  -0.0197
H (-13.9666, -6.4233, -6.9072)  0.0265
H (-8.9424, -4.3526, -13.9968)  0.0758
H (-17.5886, -6.5322, -13.8701)  0.0489
H (-11.2342, -4.3104, -13.8785)  -0.0053
O (-15.5735, -5.9416, -8.0974)  -0.0225
H (-15.7919, -2.3065, -10.8019)  -0.0212
H (-13.3905, -1.3186, -13.6615)  0.0885
O (-11.9432, -4.0549, -11.0639)  -0.0156
O (-8.4056, -6.8976, -12.5528)  -0.0646
O (-12.1654, -4.5289, -13.9972)  -0.0756
H (-14.8707, -3.2277, -10.2033)  0.0296
H (-15.5162, -9.0426, -12.9108)  0.0367
H (-17.0728, -2.6499, -12.9468)  0.0384
H (-11.0407, -5.5059, -7.4534)  0.0050
H (-14.3530, -8.0704, -12.9074)  0.0125
H (-14.9729, -2.2088, -8.2075)  -0.0204
H (-18.0383, -3.7468, -7.5117)  0.0408
H (-13.1598, -2.8484, -13.8600)  0.0097
H (-12.3160, -4.8757, -14.9029)  0.0562
O (-17.2005, -3.8781, -7.0934)  -0.0506
H (-16.4324, -5.1506, -10.6063)  0.0230
H (-12.2391, -2.4382, -9.4278)  -0.0141
O (-13.5823, -5.2951, -16.7095)  -0.0892
H (-12.2164, -4.2847, -11.9216)  -0.0138
O (-10.2965, -5.1528, -7.9271)  -0.0436
H (-9.9015, -4.5276, -7.2830)  0.0693
H (-12.9823, -6.0932, -12.5211)  0.0394
H (-16.2496, -5.3180, -7.7405)  0.0506
O (-12.3268, -0.9405, -11.5256)  -0.0602
H (-17.4813, -4.9685, -13.7188)  0.0051
H (-9.5227, -1.6745, -12.1110)  0.0180
H (-14.6811, -2.2041, -6.7488)  0.0139



# 3
The following is a quantum chemistry calculation of 28 unconnected molecules or ions with the total composition H56O28 at a distorted geometry, from the Open Molecules 2025 dataset.

- Relative energy (zero: lowest compared OMol25 entry of this formula, charge and spin): 93.4 kcal per mole
- Total energy: -58240.49140 eV
- Kohn-Sham gap: 8.39 eV
- HOMO level: -0.336 hartree

Last column: Löwdin charge in e.
CARTESIAN COORDINATES (ANGSTROEM)
H (-0.7573, 0.0911, -0.2510)  0.0129
O (-3.0445, 2.4584, -1.8208)  -0.0203
H (1.2859, 1.7845, -2.9358)  -0.0053
H (3.2387, -1.5809, 4.2342)  0.0091
H (3.4142, -2.3080, 0.7491)  0.0631
O (-1.3001, -2.6369, -1.4009)  -0.0390
O (2.8863, -2.4923, -2.9083)  -0.0328
H (3.0152, -3.6884, 1.2258)  0.0743
H (-4.2690, -3.2060, 0.7080)  0.0028
O (-4.4103, -0.0992, 1.2910)  -0.0502
H (3.6074, 1.6608, 2.2929)  0.0167
O (4.5623, 0.7441, -3.0920)  -0.0734
H (1.6704, 0.7078, 3.0796)  -0.0149
H (-3.2172, 2.5094, -2.7609)  0.0510
H (1.1330, 2.4719, 2.2043)  -0.0364
H (1.8175, -0.8434, -3.0261)  0.0258
H (0.6021, 5.3853, -3.5609)  0.0259
O (-1.0280, -2.1244, -4.3456)  -0.0428
H (-4.5534, -2.3666, 3.1062)  -0.0242
H (3.3525, -2.8933, -2.1747)  0.0403
H (-1.3258, -2.4067, -2.3296)  0.0048
H (2.8016, 1.6246, 5.1935)  0.0864
H (-0.0646, 4.2967, -2.7469)  -0.0229
H (4.8543, 2.3017, 1.7216)  0.0776
H (-4.5941, -0.4379, 0.4148)  -0.0006
O (-0.7603, 0.5042, 4.9224)  -0.0361
O (4.0616, 1.8293, 1.4673)  -0.0126
O (-0.1825, 5.1985, -3.0453)  -0.0740
H (-3.7008, 0.5301, 1.1611)  0.0062
O (2.7275, 1.4024, 4.2654)  -0.0109
H (1.2394, -0.0248, -1.8914)  0.0008
H (0.3849, -2.5856, 3.2140)  0.0827
H (3.5723, 1.0106, 4.0442)  0.0525
O (-4.3669, -0.8176, -1.3022)  -0.0184
H (-0.8015, -1.9294, -0.9920)  0.0017
O (-2.0450, 3.5697, 1.9396)  -0.0335
H (-1.7684, 1.1714, -4.6271)  0.0446
O (1.1392, 2.7296, -2.8986)  -0.0573
H (-3.0654, 3.3680, -1.5233)  0.0645
H (-4.3768, -0.8977, 2.7855)  -0.0451
O (-4.2846, -1.5340, 3.4945)  -0.0913
O (-4.8619, -3.4269, 1.4263)  -0.0476
H (3.5693, -2.3015, -3.5512)  0.0533
H (4.8204, 1.1613, 0.1612)  -0.0253
O (-2.0249, 1.0892, 0.4254)  -0.0244
H (-0.0979, 3.3485, 2.1119)  -0.0229
O (1.2045, 0.7057, 2.2434)  -0.0619
O (3.5778, 3.2386, -1.4476)  -0.0338
H (2.0095, 3.1022, -2.7573)  0.0110
H (-4.1505, -2.8933, -1.6555)  -0.0019
O (0.0610, -0.3042, -0.5516)  -0.0320
H (-2.3954, 1.4453, -0.3822)  0.0168
H (-2.1258, -4.5923, 1.0318)  0.0282
H (-2.2338, 0.3392, -5.8030)  0.0576
H (-2.0817, -4.0321, -0.3739)  -0.0262
H (-2.9394, 3.3445, 2.1958)  0.0657
O (0.8223, 3.3610, 2.3754)  -0.0571
H (-1.6285, 1.8439, 0.8608)  0.0368
H (-4.9892, -1.4144, -1.7179)  0.0516
H (3.7490, 2.4871, -0.8800)  -0.0016
H (-1.9293, 4.4713, 2.2395)  0.0656
H (-4.4151, -4.1293, 1.8989)  0.0387
H (2.0101, -2.4652, 4.2570)  -0.0145
O (2.8677, -2.3501, 4.6664)  -0.0528
H (1.0364, -0.2196, 2.0647)  0.0071
H (3.1150, 3.8618, -0.8875)  0.0520
O (-2.2587, -4.8354, 0.1156)  -0.0552
H (-0.3000, -2.4692, -4.8627)  0.0489
O (-4.6464, -3.6382, -1.3159)  -0.0396
O (1.8917, 0.0061, -2.5913)  -0.0577
O (2.8972, -2.7580, 1.4173)  -0.0093
H (-0.5819, 0.7206, 4.0072)  0.0072
H (0.7010, -0.0721, 0.1212)  0.0412
H (3.6445, 0.7232, -2.8210)  -0.0293
H (-1.2271, -1.2781, -4.7459)  -0.0183
O (5.4319, 1.0187, -0.5613)  -0.0463
O (-1.4837, 0.4807, -5.2255)  -0.0211
H (5.0555, 0.6695, -2.2751)  -0.0278
O (0.9161, -1.8497, 2.9098)  -0.0495
H (0.1038, 0.4627, 5.3320)  0.0177
H (-4.3018, -0.0789, -1.9074)  0.0551
H (1.6157, -2.2545, 2.3970)  -0.0141
H (-4.1299, -4.4044, -1.5657)  0.0493
H (6.2529, 1.4089, -0.2613)  0.0648



# 4
The following is a quantum chemistry calculation of 2 unconnected molecules or ions with the total composition H5N2OP at a distorted geometry, from the Open Molecules 2025 dataset.

- Relative energy (zero: lowest compared OMol25 entry of this formula, charge and spin): 141.8 kcal per mole
- Total energy: -14393.03841 eV
- Kohn-Sham gap (alpha / beta): 7.29 / 7.88 eV
- HOMO level (alpha / beta): -0.288 / -0.306 hartree

Last column: Löwdin charge in e.
CARTESIAN COORDINATES (ANGSTROEM)
O (-0.9083, -0.6155, -0.3877)  -0.6174
H (-2.5925, 0.0655, 0.1482)  0.0725
H (0.8586, -1.1732, -1.2698)  0.0299
P (0.2846, -0.8031, 0.7691)  0.8494
H (-1.5597, 1.2008, 0.1402)  -0.0462
H (1.9223, -2.0558, -0.2603)  0.0359
N (-1.8263, 0.3762, -0.4555)  -0.0969
N (1.3997, -1.1913, -0.4161)  -0.2321
H (-0.0307, 1.6543, 0.5488)  0.0050



# 5
The following is a quantum chemistry calculation of 2 unconnected molecules or ions with the total composition H5N2OP at a distorted geometry, from the Open Molecules 2025 dataset.

- Relative energy (zero: lowest compared OMol25 entry of this formula, charge and spin): 81.7 kcal per mole
- Total energy: -14395.64623 eV
- Kohn-Sham gap (alpha / beta): 8.13 / 8.89 eV
- HOMO level (alpha / beta): -0.317 / -0.355 hartree

Last column: Löwdin charge in e.
CARTESIAN COORDINATES (ANGSTROEM)
P (0.5580, -0.1678, -0.2559)  0.4609
O (2.0102, -0.3800, -0.2431)  -0.4047
H (-1.2742, -0.9085, 1.0049)  -0.0084
H (-0.8696, 1.5678, 0.1582)  0.0120
H (0.0681, -0.2275, -2.6822)  0.0169
N (0.0270, 1.2815, 0.4706)  -0.1334
H (0.5367, 2.2015, 0.5590)  0.0885
N (-0.4118, -1.2076, 0.7021)  -0.1150
H (-0.6445, -2.1595, 0.2863)  0.0832



# 6
The following is a quantum chemistry calculation of a molecular structure, H5N2OPS2 at a distorted geometry, from the Open Molecules 2025 dataset.

- Relative energy (zero: lowest compared OMol25 entry of this formula, charge and spin): 41.0 kcal per mole
- Total energy: -36066.97495 eV
- Kohn-Sham gap: 9.50 eV
- HOMO level: -0.354 hartree

Last column: Löwdin charge in e.
CARTESIAN COORDINATES (ANGSTROEM)
N (0.1144, -1.3318, 0.1636)  -0.3068
S (1.3705, 1.2452, 1.1386)  0.4859
H (-0.6588, -1.8577, -0.1436)  0.0648
H (0.5926, -0.4821, -1.6932)  0.0584
H (-1.7375, 0.9820, -1.2014)  -0.0180
N (0.8408, -1.2612, -1.0707)  -0.0564
P (-0.2748, 0.1537, 0.8244)  -0.0170
H (1.8008, -1.0294, -0.7640)  0.0636
S (-1.7089, 0.1063, 2.1220)  0.2033
O (-0.8098, 1.2562, -1.0369)  -0.4023
H (0.4707, 2.2188, 1.6614)  -0.0755



# 7
The following is a quantum chemistry calculation of 2 unconnected molecules or ions with the total composition H5N2PS at a distorted geometry, from the Open Molecules 2025 dataset.

- SMILES: [H]/N=P/N.S
- Relative energy (zero: lowest compared OMol25 entry of this formula, charge and spin): 28.1 kcal per mole
- Total energy: -23184.82355 eV
- Kohn-Sham gap: 9.60 eV
- HOMO level: -0.337 hartree

Last column: Löwdin charge in e.
CARTESIAN COORDINATES (ANGSTROEM)
H (2.5342, 1.5035, -0.1938)  -0.0426
H (0.3963, 1.0818, 2.5626)  0.0522
P (0.9345, 0.0828, 0.4542)  0.6630
S (-1.2852, -1.5030, -2.2141)  0.4346
H (-1.6534, -0.3026, -2.3526)  -0.2905
N (0.2147, 0.2065, 1.9990)  -0.2750
N (1.6541, 1.4624, 0.3526)  -0.3658
H (-0.6060, -0.2932, 2.3357)  0.0139
H (-2.1893, -2.2381, -2.9436)  -0.1899



# 8
The following is a quantum chemistry calculation of 2 unconnected molecules or ions with the total composition H5N2PS2 at a distorted geometry, from the Open Molecules 2025 dataset.

- Relative energy (zero: lowest compared OMol25 entry of this formula, charge and spin): 93.9 kcal per mole
- Total energy: -34018.34451 eV
- Kohn-Sham gap (alpha / beta): 6.00 / 5.92 eV
- HOMO level (alpha / beta): -0.304 / -0.302 hartree

Last column: Löwdin charge in e.
CARTESIAN COORDINATES (ANGSTROEM)
H (-0.7633, -2.1682, 0.4174)  0.0110
H (-0.9714, -1.0071, 1.6728)  0.0666
N (-0.8833, -1.2597, 0.6844)  -0.1349
N (-0.9873, -0.3510, -1.7956)  -0.2223
H (-0.3182, 2.1303, 1.5499)  -0.1215
H (-0.7703, 0.1286, -2.6542)  -0.0024
H (3.3935, 0.8558, -0.4034)  -0.2736
S (-1.1100, 1.8428, 0.3818)  0.3680
S (2.8234, -0.1012, 0.5448)  -0.0523
P (-0.4131, -0.0704, -0.3981)  0.3613